Entry 1:
ORCA calculation (ωB97M-V/def2-TZVPD) on C34H66N2O8Rb as an isolated structure.

- charge = -1
- DFT total energy (hartree) = -2070.320244
- E_HOMO (Ha) = -0.0832

Geometry (Å):
Rb (-0.1081, -0.1657, -0.2567)
C (-5.1653, 2.6605, -2.7978)
C (-5.0941, 3.0543, -1.3118)
C (-6.2947, 4.0789, -1.0457)
C (-6.5882, 4.4474, 0.3785)
C (-6.7050, 3.1167, 1.1306)
C (-5.5734, 2.0838, 1.0809)
N (-5.2615, 1.8813, -0.3906)
O (-4.4680, 0.7165, -0.6932)
C (-6.0184, 0.7660, 1.8103)
C (-4.3934, 2.6751, 1.9689)
C (-3.8116, 3.8150, -1.0843)
H (-6.1097, 2.1754, -3.0449)
H (-4.4407, 1.9027, -3.0957)
H (-5.0516, 3.5407, -3.4306)
H (-7.1890, 3.6452, -1.4931)
H (-6.0944, 5.0119, -1.5724)
H (-7.4789, 5.0757, 0.3737)
H (-5.7420, 5.0204, 0.7579)
H (-7.6209, 2.6395, 0.7819)
H (-6.9058, 3.2657, 2.1916)
H (-6.8337, 0.2890, 1.2664)
H (-6.1259, 0.8779, 2.8892)
H (-5.1819, 0.0717, 1.7300)
H (-4.6189, 2.7460, 3.0330)
H (-4.0317, 3.6638, 1.6866)
H (-3.6098, 1.9186, 2.0125)
H (-2.9906, 3.1813, -0.7490)
H (-3.8496, 4.7069, -0.4588)
H (-3.4126, 4.1223, -2.0510)
C (-0.8115, -3.9677, 2.7477)
C (-0.1036, -3.9832, 4.1338)
C (-0.0408, -5.5091, 4.5348)
C (1.1321, -6.2297, 3.8288)
C (2.4469, -5.5900, 4.1806)
C (2.4943, -4.1076, 3.6443)
N (1.2643, -3.3506, 4.0553)
O (1.3325, -1.8630, 3.8221)
C (2.6812, -4.0901, 2.0743)
C (3.6829, -3.4805, 4.3756)
C (-0.9545, -3.2442, 5.1699)
H (-1.7766, -4.4738, 2.7703)
H (-0.2466, -4.5642, 2.0313)
H (-1.0204, -2.9614, 2.3847)
H (-0.9715, -6.0227, 4.2938)
H (0.0500, -5.6276, 5.6146)
H (1.0302, -6.2764, 2.7446)
H (1.1408, -7.2865, 4.0957)
H (3.2579, -6.1025, 3.6630)
H (2.6005, -5.5967, 5.2597)
H (2.4503, -3.0984, 1.6854)
H (1.9692, -4.6792, 1.4964)
H (3.6829, -4.4127, 1.7901)
H (3.8619, -2.4844, 3.9709)
H (4.5835, -4.0853, 4.2698)
H (3.4784, -3.4150, 5.4442)
H (-1.9423, -3.7003, 5.2357)
H (-1.1157, -2.2071, 4.8756)
H (-0.5442, -3.2250, 6.1795)
C (2.1120, 6.0362, 0.9133)
C (2.1653, 5.4554, 2.2756)
C (1.6132, 4.0535, 2.0556)
O (2.0717, 3.7088, 0.7743)
C (2.2525, 4.8770, -0.0481)
H (2.8867, 6.7702, 0.6913)
H (1.1252, 6.4885, 0.8139)
H (1.4734, 5.8724, 3.0073)
H (3.1966, 5.4195, 2.6267)
H (0.5235, 4.0661, 2.0752)
H (2.0434, 3.3143, 2.7313)
H (1.4165, 4.8795, -0.7475)
H (3.2030, 4.8880, -0.5815)
C (-0.7686, -4.0026, -5.5589)
C (0.0813, -5.0814, -5.0009)
C (0.2547, -4.8106, -3.5196)
O (0.1106, -3.3861, -3.4369)
C (-0.9705, -3.0540, -4.3773)
H (-1.6980, -4.4101, -5.9567)
H (-0.3145, -3.4944, -6.4096)
H (1.0084, -5.1311, -5.5720)
H (-0.3240, -6.0815, -5.1550)
H (1.2462, -5.0196, -3.1179)
H (-0.4613, -5.3233, -2.8772)
H (-1.1462, -2.0399, -4.7362)
H (-1.8813, -3.2623, -3.8158)
C (2.1766, 0.7887, -6.3945)
C (0.8420, 1.5161, -6.4859)
C (0.7181, 2.2095, -5.0872)
O (1.3539, 1.2452, -4.2393)
C (2.5200, 0.6974, -4.8919)
H (2.9736, 1.2619, -6.9680)
H (2.1033, -0.2044, -6.8378)
H (0.1026, 0.7402, -6.6842)
H (0.7665, 2.1845, -7.3436)
H (-0.3264, 2.3325, -4.8008)
H (1.1980, 3.1870, -5.0402)
H (2.6200, -0.3676, -4.6826)
H (3.4348, 1.2699, -4.7386)
C (6.5332, 2.6595, 1.0031)
C (5.9827, 1.2329, 1.0622)
C (5.5245, 0.8739, -0.2864)
O (6.2121, -0.3211, -0.5620)
C (7.0794, -0.6403, 0.4837)
O (7.8526, -1.5909, 0.4541)
O (7.0056, 0.3226, 1.3792)
H (7.0119, 2.9372, 1.9422)
H (5.7084, 3.3416, 0.7973)
H (7.2759, 2.6909, 0.2059)
H (5.1573, 1.2264, 1.7741)
H (5.6335, 1.6914, -0.9990)
H (4.4776, 0.6330, -0.1018)

Cartesian forces (eV/Å) of the 2 atoms listed first:
Rb -0.331 -0.084 0.259
C -0.360 -0.808 0.217

Entry 2:
ORCA calculation (ωB97M-V/def2-TZVPD) on a 10-piece molecular cluster, C34H68Cl4O16 overall.

- DFT total energy (hartree) = -4380.956444
- E_HOMO (Ha) = -0.3685

Geometry (Å):
C (-0.8916, -3.9541, -4.5437)
Cl (0.6125, -3.3683, -3.8498)
Cl (-2.3214, -3.1328, -3.8928)
H (-0.9286, -3.7577, -5.6097)
H (-0.9610, -5.0243, -4.3808)
C (4.9094, -2.1842, 1.5522)
Cl (3.1687, -1.9143, 1.7825)
Cl (5.2514, -3.5930, 0.5112)
H (5.3953, -1.3305, 1.0913)
H (5.3559, -2.3526, 2.5247)
O (-1.3064, 0.7017, 0.9967)
C (-0.4217, 1.0212, 0.2459)
O (0.3334, 0.2108, -0.4769)
C (0.2803, -1.2039, -0.2885)
C (-0.8796, -1.9241, -0.9589)
C (0.0156, 2.4606, 0.0620)
H (0.3871, -1.4463, 0.7705)
H (1.1882, -1.5711, -0.7691)
H (-1.0864, -1.4770, -1.9273)
H (-1.7735, -1.9874, -0.3382)
H (-0.5771, -2.9659, -1.0732)
H (0.7953, 2.5309, -0.7013)
H (0.5365, 2.8098, 0.9563)
H (-0.7878, 3.1348, -0.2217)
O (-2.1182, 3.5166, -2.3499)
C (-1.6894, 3.5515, -3.4722)
O (-2.1847, 2.8328, -4.4862)
C (-3.2368, 1.9072, -4.2644)
C (-2.7374, 0.7427, -3.4013)
C (-0.5208, 4.3645, -3.9282)
H (-3.5420, 1.5223, -5.2353)
H (-4.1287, 2.3775, -3.8450)
H (-3.5857, 0.1995, -2.9588)
H (-2.2267, 1.0415, -2.4910)
H (-2.3358, -0.0498, -4.0268)
H (0.4148, 3.8361, -3.7273)
H (-0.4000, 5.3392, -3.4581)
H (-0.5345, 4.5680, -4.9985)
O (-7.2345, 1.6807, -0.2612)
C (-6.4433, 2.1645, 0.5074)
O (-5.1437, 1.8702, 0.5498)
C (-4.5449, 1.1640, -0.5359)
C (-4.2587, -0.2789, -0.0819)
C (-6.8720, 2.9645, 1.7109)
H (-3.5705, 1.6398, -0.6488)
H (-5.1933, 1.2196, -1.4083)
H (-4.0284, -0.8896, -0.9550)
H (-5.1013, -0.6967, 0.4730)
H (-3.4394, -0.3204, 0.6345)
H (-7.7911, 3.5037, 1.4642)
H (-6.1394, 3.7701, 1.8098)
H (-7.1446, 2.4168, 2.6065)
O (1.9947, -6.5853, -3.9233)
C (2.3850, -7.2435, -2.9965)
O (2.0640, -7.0395, -1.7083)
C (1.1351, -6.0653, -1.2502)
C (1.8760, -4.8360, -0.6964)
C (3.3291, -8.3992, -3.0900)
H (0.6133, -6.5189, -0.4111)
H (0.4319, -5.7264, -2.0077)
H (1.2741, -3.9719, -0.4103)
H (2.6872, -4.5763, -1.3763)
H (2.3445, -5.0044, 0.2804)
H (2.8342, -9.3311, -2.8385)
H (4.2265, -8.1677, -2.5159)
H (3.7128, -8.4291, -4.1110)
O (5.7396, 1.3098, 1.0670)
C (6.1140, 2.2128, 0.3645)
O (5.3867, 3.2446, -0.0307)
C (3.9861, 3.2677, 0.4180)
C (3.3100, 4.2222, -0.5301)
C (7.5735, 2.3622, 0.0042)
H (4.0109, 3.5884, 1.4619)
H (3.6312, 2.2373, 0.4528)
H (2.2418, 4.2233, -0.2913)
H (3.3726, 3.8429, -1.5507)
H (3.7131, 5.2294, -0.5011)
H (8.0357, 1.3883, -0.1149)
H (7.9745, 2.9559, 0.8252)
H (7.7002, 2.8925, -0.9391)
O (-2.0127, -0.5329, 5.3227)
C (-1.1234, -1.0286, 4.6715)
O (-0.9050, -2.3255, 4.5521)
C (-1.6384, -3.2447, 5.3682)
C (-1.6861, -4.5568, 4.5756)
C (-0.0547, -0.1509, 4.0528)
H (-2.6640, -2.9103, 5.5262)
H (-1.2207, -3.4124, 6.3603)
H (-0.6650, -4.8420, 4.3206)
H (-2.2070, -4.4380, 3.6278)
H (-2.1780, -5.2871, 5.2183)
H (-0.3901, 0.8771, 4.1155)
H (0.1390, -0.4310, 3.0189)
H (0.8438, -0.2601, 4.6619)
O (2.5680, 0.4299, -5.2434)
C (1.9323, 0.1582, -4.2648)
O (2.4541, -0.3882, -3.1661)
C (3.7939, -0.8536, -3.1011)
C (4.4100, -0.4989, -1.7422)
C (0.4705, 0.4419, -4.0904)
H (4.3876, -0.5206, -3.9508)
H (3.7899, -1.9457, -3.1423)
H (5.4710, -0.2728, -1.8824)
H (4.3256, -1.3765, -1.1058)
H (4.0272, 0.3990, -1.2594)
H (-0.1984, -0.1874, -4.6685)
H (0.3416, 1.4597, -4.4693)
H (0.1387, 0.5003, -3.0564)
O (-3.7561, 5.9220, 5.7801)
C (-2.9691, 5.0642, 6.0867)
O (-2.5563, 4.0693, 5.2871)
C (-2.8213, 4.1285, 3.8793)
C (-2.1566, 2.9475, 3.2143)
C (-2.4584, 4.8313, 7.4986)
H (-2.4553, 5.0489, 3.4212)
H (-3.9014, 4.0786, 3.7353)
H (-1.0717, 2.9710, 3.1614)
H (-2.5692, 2.9164, 2.1990)
H (-2.5075, 1.9849, 3.5914)
H (-1.4067, 4.5838, 7.5759)
H (-3.1008, 4.1503, 8.0562)
H (-2.6811, 5.7792, 8.0008)

Cartesian forces (eV/Å) of the 2 atoms listed first:
C -0.204 -0.102 -0.463
Cl 0.058 0.132 -0.046

Entry 3:
ORCA calculation (ωB97M-V/def2-TZVPD) on C34H68O16 as an isolated structure.

- energy relative to the best compared isomer or geometry (same formula, charge and spin) (kcal per mole) = 511.6
- DFT total energy (hartree) = -2539.420921
- E_HOMO (Ha) = -0.2798

Geometry (Å):
O (1.9104, 0.3102, 4.7701)
C (2.9834, 0.8272, 5.2391)
O (3.2584, 0.7922, 6.5421)
C (2.6154, -0.2838, 7.3651)
C (3.2144, -0.3058, 8.7061)
C (3.6614, 1.9882, 4.5931)
H (2.6584, -1.1308, 6.9371)
H (1.3234, -0.1998, 7.5141)
H (2.8854, -1.3098, 9.1711)
H (2.8744, 0.3612, 9.2871)
H (4.3064, -0.3118, 8.5151)
H (3.4154, 2.2152, 3.4291)
H (4.7504, 1.7732, 4.5471)
H (3.4244, 3.0362, 5.0821)
O (0.5984, 3.5612, 2.7151)
C (1.3124, 4.4972, 2.3601)
O (1.6004, 4.6612, 1.0121)
C (1.0514, 3.7542, 0.0911)
C (0.6414, 4.6352, -1.1409)
C (1.8014, 5.6192, 3.3571)
H (0.1564, 3.2882, 0.3871)
H (2.0314, 3.1352, -0.0569)
H (1.4824, 5.3012, -1.4579)
H (0.0234, 5.4592, -1.0229)
H (0.5234, 3.9242, -2.0469)
H (2.6904, 6.1202, 3.0751)
H (2.1784, 5.2142, 4.2521)
H (0.9644, 6.5082, 3.5521)
O (4.1274, -2.1638, -0.9149)
C (3.9684, -1.0908, -0.4199)
O (3.4404, 0.0192, -1.0239)
C (3.1944, -0.1258, -2.3979)
C (2.7304, 1.1962, -2.9029)
C (4.2324, -0.8588, 1.0231)
H (2.4204, -0.8548, -2.5859)
H (4.0444, -0.2668, -3.0079)
H (3.2594, 2.0952, -2.4769)
H (1.7714, 1.1352, -2.6979)
H (2.9014, 1.1722, -3.9419)
H (4.7254, -1.7858, 1.3511)
H (3.3574, -0.6368, 1.5501)
H (4.7844, -0.0628, 1.3541)
O (1.4654, 3.6662, -3.7159)
C (1.4744, 2.7972, -4.6649)
O (0.7004, 1.7392, -4.7709)
C (-0.2846, 1.2062, -3.7949)
C (-0.6076, -0.2158, -3.9369)
C (2.4584, 2.9872, -5.8299)
H (-1.3756, 1.7622, -3.7119)
H (-0.2226, 1.3912, -2.8259)
H (0.2484, -0.9278, -3.7999)
H (-0.9136, -0.3488, -4.9709)
H (-1.3106, -0.6978, -3.4109)
H (1.9134, 2.9082, -6.7709)
H (3.2284, 2.3182, -5.5489)
H (2.9694, 3.9292, -5.7139)
O (-0.2466, -1.1608, -2.2149)
C (-1.1266, -1.0228, -1.3049)
O (-0.7616, -0.5878, 0.0431)
C (0.4364, 0.1472, 0.2771)
C (0.2044, 0.7482, 1.6751)
C (-2.5166, -1.5868, -1.5309)
H (0.4494, 0.8312, -0.4439)
H (1.2004, -0.4828, 0.1671)
H (1.1314, 1.5072, 2.0641)
H (0.0414, -0.1518, 2.3791)
H (-0.6666, 1.5032, 1.6601)
H (-2.8796, -1.7268, -2.7639)
H (-2.9556, -0.6558, -1.1249)
H (-2.9036, -2.3138, -0.9269)
O (-1.8836, 1.8982, -2.6699)
C (-2.9896, 2.2672, -2.4599)
O (-3.4926, 2.5502, -1.2269)
C (-2.7436, 2.3952, -0.0739)
C (-3.6376, 2.4882, 1.1961)
C (-4.1206, 2.0672, -3.4709)
H (-1.8536, 3.2262, -0.1639)
H (-2.1256, 1.4582, -0.1929)
H (-3.8086, 3.6392, 1.2561)
H (-2.8256, 2.1752, 1.9511)
H (-4.4506, 1.8352, 1.1421)
H (-4.9266, 1.5502, -2.9979)
H (-3.5636, 1.5452, -4.3739)
H (-4.5166, 3.0102, -3.6759)
O (-3.3276, -2.4898, -5.4959)
C (-2.7286, -3.2908, -4.7839)
O (-3.2856, -4.1548, -3.8849)
C (-4.7026, -4.1388, -3.5849)
C (-4.8066, -4.8358, -2.1869)
C (-1.1706, -3.5998, -4.8869)
H (-5.0276, -4.4918, -4.4749)
H (-4.9236, -3.1848, -3.4899)
H (-4.8436, -5.9488, -2.0249)
H (-5.8486, -4.5838, -1.8229)
H (-4.1846, -4.4188, -1.4809)
H (-0.6576, -2.7758, -5.7159)
H (-1.1616, -4.5128, -5.3539)
H (-0.8576, -3.7148, -3.9199)
C (1.0944, -3.6938, 0.5981)
C (-0.4026, -4.1218, 0.5411)
O (-1.2336, -3.7318, 1.4641)
C (-0.7496, -4.8938, -0.6789)
H (1.1594, -3.3678, 1.7561)
H (1.0424, -3.0568, -0.2729)
H (1.7524, -4.4598, 0.4961)
H (-0.4046, -4.3198, -1.5909)
H (-1.8726, -4.7728, -1.0569)
H (-0.3586, -6.1168, -0.8969)
C (-0.4236, -2.9818, 4.8021)
C (-1.6526, -2.2828, 4.9491)
O (-2.3416, -2.3668, 6.0651)
C (-2.2416, -1.5198, 3.7381)
H (-0.1186, -3.5558, 5.5621)
H (0.3994, -2.1478, 4.6021)
H (-0.6376, -3.6138, 4.0391)
H (-3.3376, -1.3928, 3.7431)
H (-1.7106, -1.8288, 2.9431)
H (-1.9426, -0.5118, 3.8931)

Cartesian forces (eV/Å) of the 2 atoms listed first:
O 4.418 0.691 1.217
C -6.506 0.500 -0.717

Entry 4:
ORCA calculation (ωB97M-V/def2-TZVPD) on a 9-piece molecular cluster, C34H68O16 overall.

- energy relative to the best compared isomer or geometry (same formula, charge and spin) (kcal per mole) = 330.3
- DFT total energy (hartree) = -2539.709922
- E_HOMO (Ha) = -0.3483

Geometry (Å):
O (-1.9945, 1.5268, -7.3928)
C (-1.7924, 2.5856, -6.6695)
O (-0.9137, 2.7738, -5.6326)
C (-0.0600, 1.7613, -5.1612)
C (0.5923, 2.0464, -3.7634)
C (-2.6448, 3.8758, -6.8108)
H (0.8866, 1.5804, -5.9031)
H (-0.5629, 0.8079, -5.2280)
H (-0.0750, 2.4337, -3.0042)
H (1.1485, 2.9768, -3.9215)
H (1.3185, 1.3072, -3.5007)
H (-2.3060, 4.3096, -7.6784)
H (-2.5843, 4.3845, -5.8511)
H (-3.8014, 3.7223, -6.8191)
O (1.9728, 0.1237, -0.5885)
C (1.1459, -0.6761, -1.0401)
O (-0.2111, -0.4969, -0.9672)
C (-0.6650, 0.4979, -0.0464)
C (-2.2214, 0.5466, -0.1203)
C (1.6276, -1.8481, -1.9603)
H (-0.4769, 1.4749, -0.3656)
H (-0.2095, 0.2955, 0.9148)
H (-2.5802, 1.0462, -0.9452)
H (-2.4785, 1.4019, 0.8000)
H (-2.6808, -0.5873, 0.0346)
H (0.5818, -2.1896, -2.2844)
H (1.7444, -2.5611, -1.2948)
H (2.3172, -1.5910, -2.7701)
O (-3.4106, 6.6110, -0.3966)
C (-3.4937, 5.4145, -0.6427)
O (-4.1529, 4.5949, 0.0802)
C (-4.9461, 5.0425, 1.2038)
C (-5.6006, 3.7821, 1.9187)
C (-2.8533, 4.6511, -1.8495)
H (-5.7298, 5.7415, 0.7257)
H (-4.3610, 5.6777, 1.9033)
H (-6.2140, 4.1918, 2.7309)
H (-5.0097, 3.1983, 2.4109)
H (-6.4156, 3.2786, 1.1910)
H (-3.6708, 4.1171, -2.6903)
H (-2.0711, 3.8723, -1.4875)
H (-2.2900, 5.3622, -2.4017)
O (1.5436, -2.3213, 6.1749)
C (0.7596, -3.1826, 5.6047)
O (0.6994, -3.3462, 4.3045)
C (1.3358, -2.4044, 3.4429)
C (0.9672, -2.6635, 2.0343)
C (-0.0283, -4.1816, 6.3373)
H (2.3508, -2.6064, 3.5843)
H (1.2500, -1.2624, 3.6385)
H (1.3782, -3.6436, 1.7141)
H (1.3944, -2.1310, 1.3355)
H (-0.1717, -2.3812, 1.9315)
H (0.2195, -4.2419, 7.3496)
H (-0.2068, -5.3083, 5.9017)
H (-1.0196, -3.7613, 6.6371)
O (4.8726, -0.4088, -3.9526)
C (5.1069, -0.3748, -2.6842)
O (5.2997, -1.5576, -1.9563)
C (5.4915, -2.8245, -2.6062)
C (5.5058, -3.8511, -1.5103)
C (5.1311, 0.8239, -1.8526)
H (6.4991, -2.6280, -3.1111)
H (4.6244, -2.9820, -3.1304)
H (5.4365, -4.7421, -2.0112)
H (4.7538, -3.7914, -0.7900)
H (6.3438, -3.7858, -0.6693)
H (5.8625, 0.9117, -1.1104)
H (3.9770, 0.9546, -1.2669)
H (5.2930, 1.6240, -2.4366)
O (-2.4053, 2.1867, 4.1483)
C (-1.2117, 2.1350, 3.8957)
O (-0.6892, 3.0010, 3.0770)
C (-1.4492, 4.0465, 2.4842)
C (-0.6686, 4.8284, 1.5540)
C (-0.3348, 1.0617, 4.3478)
H (-1.8653, 4.7250, 3.0686)
H (-2.2664, 3.6560, 1.8662)
H (-1.1774, 5.6261, 1.3137)
H (-0.4187, 4.1234, 0.7678)
H (0.3779, 5.2176, 1.8274)
H (-0.9141, -0.0135, 4.2015)
H (0.1665, 1.2111, 5.3570)
H (0.4667, 1.0765, 3.5663)
O (7.1081, -2.7832, 1.7497)
C (6.1114, -2.7977, 2.4344)
O (5.2614, -1.7098, 2.5021)
C (5.5458, -0.5690, 1.7236)
C (4.3341, 0.3678, 2.0812)
C (5.6126, -4.0088, 3.1549)
H (5.7407, -0.8726, 0.8022)
H (6.4377, -0.0735, 2.1640)
H (4.4535, 1.3629, 1.6132)
H (4.4065, 0.5874, 2.9625)
H (3.3146, -0.0962, 2.0757)
H (5.5034, -3.8813, 4.2361)
H (6.3676, -4.7924, 3.0109)
H (4.8181, -4.5564, 2.8030)
C (-2.9933, -3.6341, -3.5446)
C (-2.9714, -2.2466, -4.3943)
O (-3.5869, -2.2421, -5.4847)
C (-2.3942, -1.0666, -3.7496)
H (-3.7905, -3.8206, -2.9104)
H (-2.1040, -3.6269, -3.0518)
H (-2.9925, -4.4303, -4.3121)
H (-1.3667, -0.9653, -3.9786)
H (-2.3858, -1.1475, -2.6126)
H (-2.8591, -0.0234, -3.9787)
C (-5.4299, -2.9275, 1.0469)
C (-3.9981, -3.0356, 1.4420)
O (-3.1179, -3.7872, 0.9333)
C (-3.5918, -2.1238, 2.6163)
H (-5.8041, -3.5902, 0.0717)
H (-5.8767, -1.8727, 0.8778)
H (-6.0948, -3.6158, 1.7310)
H (-4.3554, -2.5831, 3.4042)
H (-3.8272, -1.0075, 2.3920)
H (-2.6134, -2.3091, 3.0843)

Cartesian forces (eV/Å) of the 2 atoms listed first:
O 1.840 4.931 3.899
C -2.086 -3.765 -2.166